(1)
Entry from the Open Molecules 2025 dataset: a structure of composition C3H6HgLiO5 in a non-equilibrium geometry (the ωB97M-V functional and the def2-TZVPD basis).

## Properties
<S²>   2.013
E   -17824.926 eV
LUMO energy (alpha / beta)   0.1050 / 0.0335 Ha
HOMO-LUMO gap (alpha / beta)   3.874 / 6.800 eV

ORCA input file:
```
! wB97M-V def2-TZVPD RIJCOSX def2/J DEFGRID3
* xyz -1 3
Hg 1.73728 3.06032 -0.86969
O -2.05178 -0.99524 -1.86387
O 1.86633 2.10038 1.05712
O -3.16471 -1.92258 -0.14421
O 0.20801 -0.98441 1.90400
O -1.90452 -3.17555 -1.44698
C 0.62492 0.04615 1.05370
C -2.40060 -1.95146 -1.12467
C 1.77513 0.86349 1.64024
Li -0.89631 0.39083 -1.97589
H 2.70124 0.25672 1.51002
H -0.21153 0.75278 0.85610
H 1.60614 0.91303 2.74107
H -0.75520 -1.17324 1.72897
H 0.98049 -0.36450 0.08217
H -0.94846 -3.15607 -1.33371
*
```

***

(2)
Entry from the Open Molecules 2025 dataset: a cluster of 2 separate species, C2ClF2OS in total in a non-equilibrium geometry (the ωB97M-V functional and the def2-TZVPD basis).

## Properties
Energy above the lowest of the compared OMol25 structures with the same formula, charge and spin   63.3 kcal per mole
E   -32913.427 eV
LUMO energy   0.0868 Ha
HOMO-LUMO gap   6.676 eV

ORCA input file:
```
! wB97M-V def2-TZVPD RIJCOSX def2/J DEFGRID3
* xyz -1 1
Cl 1.62750 1.22375 -0.16435
S -1.23419 -1.93333 -0.19569
F -1.17141 1.76722 0.78700
F 0.36933 -0.10244 1.66544
O 0.22316 -0.49602 -1.81468
C -0.17755 -0.74098 -0.65613
C 0.36317 0.28179 0.37841
*
```

***

(3)
Entry from the Open Molecules 2025 dataset: a structure of composition C6H8OS in a non-equilibrium geometry (the ωB97M-V functional and the def2-TZVPD basis).

## Properties
Energy above the lowest of the compared OMol25 structures with the same formula, charge and spin   29.2 kcal per mole
E   -19232.996 eV
LUMO energy   0.0118 Ha
HOMO-LUMO gap   9.388 eV

ORCA input file:
```
! wB97M-V def2-TZVPD RIJCOSX def2/J DEFGRID3
* xyz 0 1
S -1.91299 0.23486 -0.01452
O 0.80128 2.80958 -0.71621
C 0.48388 -0.01335 -1.06702
C -0.09988 0.79879 0.07887
C 0.21001 2.22417 0.16220
C 0.05416 -0.18911 1.24878
C 0.05280 -1.44033 -0.76850
C -0.83695 -1.18238 0.43681
H 1.06330 -0.50586 1.56382
H -1.20142 -2.03160 0.98487
H 0.94313 -2.09327 -0.58768
H 1.55981 0.02051 -1.12860
H -0.47421 0.14071 2.12013
H -0.54676 -1.91858 -1.47899
H -0.12561 2.75201 1.12284
H 0.02945 0.39387 -1.95681
*
```

***

(4)
Entry from the Open Molecules 2025 dataset: a cluster of 2 separate species, C3H6N in total in a non-equilibrium geometry (the ωB97M-V functional and the def2-TZVPD basis).

## Properties
Energy above the lowest of the compared OMol25 structures with the same formula, charge and spin   122.5 kcal per mole
E   -4684.803 eV
LUMO energy   -0.2468 Ha
HOMO-LUMO gap   9.765 eV

ORCA input file:
```
! wB97M-V def2-TZVPD RIJCOSX def2/J DEFGRID3
* xyz 1 1
N 0.06600 0.07261 -0.14559
C 1.04464 -0.94402 -0.12644
C -0.62815 1.01059 0.76208
C -1.01505 0.51062 -0.62378
H -0.28085 2.06095 0.80400
H 2.04105 -0.65737 -0.53173
H -1.86749 0.26266 -2.28222
H 0.49437 -1.81265 -0.54575
H -0.95532 0.50834 1.70735
H 1.10081 -1.01173 0.98208
*
```

***

(5)
Entry from the Open Molecules 2025 dataset: a structure of composition C38H50MoN5O in a non-equilibrium geometry (the ωB97M-V functional and the def2-TZVPD basis).

## Properties
<S²>   2.396
E   -51546.954 eV
LUMO energy (alpha / beta)   -0.3992 / -0.3652 Ha
HOMO-LUMO gap (alpha / beta)   5.845 / 6.760 eV

ORCA input file:
```
! wB97M-V def2-TZVPD RIJCOSX def2/J DEFGRID3
* xyz 3 3
Mo 0.02474 -0.26954 -0.13264
O 0.11059 1.44151 0.85358
N 1.15249 0.21767 -1.58685
N 1.57606 -0.93511 0.91772
N -0.17005 -2.20999 -1.06666
N -0.14056 -4.71863 -2.26291
N -0.64522 -3.79760 -4.29600
C 1.53164 -0.81673 2.33986
C -0.63135 3.03338 -3.13799
C 2.03489 2.26032 -2.66800
C 2.77040 -1.54849 -1.10301
C 0.38473 3.77402 0.51981
C 0.09561 -3.32498 -0.35857
C 2.58827 -1.50202 0.32405
C 2.11843 -0.68175 -2.03264
C 0.42178 3.79512 -3.62499
C 5.18912 -0.71833 2.74102
C 0.09479 -4.56775 -0.97681
C -1.03676 -1.27176 2.28030
C 2.61445 -0.51222 4.45485
C 3.48709 2.03145 -2.27141
C 3.94300 0.11528 2.42736
C 0.16881 2.70921 2.84530
C 0.94814 1.44195 -2.25619
C 3.94263 3.13989 -1.30700
C 1.44447 -0.86378 5.10321
C 4.42033 1.97569 -3.48594
C -0.43929 -2.35921 -2.36627
C 3.26222 -1.77905 -3.85708
C 3.93624 -2.60121 -2.95441
C 2.68523 -0.45499 3.06782
C 2.38037 -0.81945 -3.39907
C -2.36322 0.45734 -3.13384
C 0.29832 -1.05248 2.98919
C 0.28796 -1.09650 4.37486
C 3.70541 -2.46740 -1.60094
C -0.39386 1.86905 -2.43058
C -1.60474 1.07187 -1.95455
C -2.56880 1.89891 -1.09636
C 0.22756 2.57125 1.37380
C 4.12754 1.57247 2.87318
C -1.58771 -2.68225 2.49132
C -0.41657 -3.62693 -2.99013
C 1.72896 3.42080 -3.36820
C -2.08892 -0.23156 2.68087
H 4.24000 1.65142 3.95399
H 5.00293 3.02216 -1.08351
H 5.43162 1.73520 -3.15875
H 0.21562 4.69748 -4.18547
H 0.84682 3.48860 3.19198
H 4.46032 2.93758 -3.99701
H -3.05202 -0.32117 -2.80386
H 0.31371 -3.22642 0.69245
H 4.10852 1.22008 -4.20612
H -0.54263 3.95711 -0.03254
H -0.68271 -1.47639 -2.93917
H -0.84069 3.03956 3.12273
H -1.69279 0.05402 -3.89273
H -3.03816 -0.44931 2.18894
H -1.28798 0.19668 -1.29433
H 3.49211 -0.27098 5.04045
H 3.27003 2.18155 2.57405
H 1.42175 -0.92680 6.18299
H 3.58045 1.09260 -1.72986
H -2.06175 -2.73307 3.47144
H 3.80410 4.12863 -1.74339
H -1.78795 0.78231 2.42307
H -0.93149 -3.05747 -4.90994
H -2.86599 2.79768 -1.63322
H 3.43782 -1.88503 -4.91961
H 5.42667 -0.68931 3.80413
H -2.34790 -2.92857 1.74925
H 1.86801 -0.16846 -4.09629
H 1.15908 3.61022 -0.23237
H 5.05751 -1.76583 2.46049
H -2.12831 2.20574 -0.14902
H -1.64644 3.35410 -3.33309
H 0.37756 1.76537 3.34846
H 6.04949 -0.32481 2.20012
H -0.62958 -1.32048 4.90389
H -2.95392 1.23787 -3.61337
H 5.02303 1.99340 2.41508
H 0.28941 -5.47041 -0.40916
H 3.39320 3.09480 -0.36354
H 2.53666 4.05330 -3.71270
H -0.80846 -3.44241 2.47121
H 3.32883 -2.02276 0.92551
H 0.61687 4.66026 1.10400
H 3.82512 0.14454 1.34069
H -3.47516 1.32878 -0.89246
H -2.26110 -0.27240 3.75486
H 4.23789 -3.10077 -0.90083
H -0.90977 -1.13632 1.15822
H -0.63123 -4.74234 -4.64887
H 4.63641 -3.34382 -3.31253
*
```

***

(6)
Entry from the Open Molecules 2025 dataset: the ion C2H4NO2 with charge +1 in a non-equilibrium geometry (the ωB97M-V functional and the def2-TZVPD basis).

## Properties
Structure (SMILES)   [NH3+][C@H]1OC1=O
Energy above the lowest of the compared OMol25 structures with the same formula, charge and spin   45.3 kcal per mole
E   -7713.992 eV
LUMO energy   -0.1714 Ha
HOMO-LUMO gap   11.217 eV

ORCA input file:
```
! wB97M-V def2-TZVPD RIJCOSX def2/J DEFGRID3
* xyz 1 1
O 2.09422 -0.49172 -0.92595
O 3.16776 0.66243 0.78166
N -0.23051 -0.10386 -0.27169
C 2.36953 0.02023 0.24224
C 1.10844 -0.67192 0.12738
H -0.42549 0.81688 0.01415
H -0.30207 -0.02890 -1.36034
H 1.07933 -1.85582 0.49838
H -1.05888 -0.70020 0.07712
*
```